Record 1
ORCA calculation (ωB97M-V/def2-TZVPD) on a 8-piece molecular cluster, C37H62BO23 overall.

```
123
Properties=species:S:1:pos:R:3
O 3.085 2.979 3.929
O 0.435 -4.832 1.510
O 1.840 9.157 1.692
O 3.489 5.126 -1.870
O 3.038 7.644 2.807
O 0.008 3.259 -0.230
O -0.578 5.367 -0.643
O 1.441 4.526 3.957
O -0.749 -0.291 -6.181
O 1.045 0.289 -4.966
O -4.412 -2.020 -0.902
O -2.131 3.727 -0.722
O 4.587 3.162 -1.845
O -0.006 -10.752 -2.141
O -1.728 -5.449 1.692
O 0.024 -11.094 -4.342
O 3.316 4.830 5.164
O -6.430 -2.945 -0.494
O 4.095 4.121 -3.792
O -1.753 -11.771 -3.135
O -0.130 -7.006 1.701
O 2.845 7.486 0.567
O -1.020 1.011 -4.396
C 1.557 9.358 3.081
C -2.388 -6.712 1.549
C -0.393 -5.671 1.626
C 4.011 4.230 -2.445
C 2.732 8.683 3.753
C 2.433 8.119 5.118
C 2.247 3.518 0.666
C 4.451 3.001 4.375
C 4.842 2.178 -2.857
C 2.507 4.148 4.306
C -3.465 0.981 -4.142
C -0.129 0.341 -5.154
C -3.737 -2.795 0.110
C -0.687 -11.259 -3.199
C 0.761 5.413 -0.114
C 1.329 -10.432 -2.574
C -5.750 -1.944 -0.714
C 4.564 2.336 -5.377
C 4.372 3.948 5.551
C -1.012 4.082 -0.548
C -2.159 -0.225 -5.941
C 4.974 3.027 -4.102
C -1.835 -0.142 -0.299
C -3.013 0.962 1.730
C -2.289 1.016 -5.087
C 1.870 -9.239 -1.826
C 1.114 -10.209 -4.054
C -1.584 -1.409 0.529
C -5.185 0.889 3.485
C -6.401 -0.596 -0.841
C -1.346 -7.682 2.058
C 4.924 1.611 4.722
C 2.603 8.040 1.586
C 1.237 4.001 -0.342
C -1.397 -9.055 1.436
C -2.238 -2.697 0.023
C -2.973 0.756 0.200
B -4.150 0.011 2.523
H -0.653 -9.708 1.893
H -4.387 0.812 -4.700
H 4.739 2.983 -6.237
H 2.586 2.512 0.411
H -2.815 1.736 -0.268
H -6.795 -0.471 -1.849
H 1.803 3.459 1.659
H -4.799 -0.650 1.703
H -0.911 0.419 -0.438
H 5.013 1.001 3.824
H -5.090 1.973 3.375
H -4.010 -3.843 -0.062
H -1.869 -2.958 -0.973
H -3.320 1.998 1.902
H -5.740 0.232 -0.610
H -3.561 -0.836 3.220
H 5.897 1.647 5.214
H -2.697 -0.156 -6.884
H -0.509 -1.611 0.479
H 2.048 8.900 5.776
H 5.290 4.508 5.715
H -3.553 1.920 -3.597
H -3.306 -6.724 2.131
H 3.334 7.702 5.567
H -2.468 -1.129 -5.410
H 5.132 1.416 -5.515
H -2.113 -0.485 -1.305
H 5.745 1.619 -2.620
H 3.595 9.354 3.797
H -3.354 0.196 -3.392
H 4.085 3.442 6.477
H -6.228 0.612 3.299
H 3.113 4.178 0.697
H 0.804 -9.186 -4.283
H -1.163 -8.998 0.372
H 1.980 -10.468 -4.657
H 1.355 6.151 -0.638
H 1.604 3.872 -1.354
H -7.213 -0.582 -0.123
H 4.208 1.118 5.379
H 1.489 10.422 3.300
H 2.053 -9.488 -0.781
H 3.992 1.494 -2.904
H -1.888 -3.491 0.686
H 1.152 -8.419 -1.840
H -2.628 -6.861 0.493
H -4.100 -2.548 1.105
H 1.956 -11.311 -2.398
H -3.943 0.430 -0.164
H 5.986 3.433 -4.194
H -1.383 -7.753 3.149
H -2.320 1.917 -5.705
H -5.016 0.636 4.537
H 3.500 2.096 -5.364
H 0.709 5.671 0.947
H 0.605 8.877 3.319
H 5.060 3.422 3.570
H 2.806 -8.899 -2.269
H -2.028 0.789 2.165
H -2.379 -9.510 1.561
H 1.705 7.309 5.057
H -1.822 -1.279 1.583
```

Calculated values
Net charge: -1
Molar mass, g/mol: 885.7
Energy, Ha: -3202.5514
Highest occupied orbital energy, eV: -3.99
Gap between HOMO and LUMO, Eh: 0.2141

***

Record 2
ORCA calculation (ωB97M-V/def2-TZVPD) on C37H63ClFN9O3P3SSc as an isolated structure.

```
119
Properties=species:S:1:pos:R:3
Sc -0.211 -0.110 -0.951
Cl 2.923 -2.731 0.254
S 0.344 0.685 -3.549
P -3.360 0.136 -2.599
P -1.588 -0.635 2.257
P 2.590 0.388 -0.564
F -0.240 1.700 -0.658
O 0.279 -1.912 -1.702
O -1.081 -0.458 0.843
O -2.135 -0.331 -1.839
N -0.901 0.550 3.196
N -3.174 -3.065 -0.227
N -0.103 -4.136 -1.797
N -2.337 -3.981 0.535
N -3.231 -0.527 2.270
N -1.179 -2.152 2.788
N -0.143 3.213 -2.908
N 0.482 2.800 -5.085
N 1.510 -3.210 -3.120
C 2.332 -2.152 -3.678
C 0.327 4.179 -5.516
C -0.260 -3.567 4.506
C 4.309 1.578 1.342
C 6.507 -2.044 -1.284
C 2.183 0.828 2.165
C 2.550 3.150 -0.992
C -3.850 1.788 -2.038
C 5.403 -2.662 -0.723
C -3.079 0.203 -4.380
C 3.325 1.856 -2.864
C 0.146 -2.659 2.360
C 3.491 3.021 -3.599
C 0.871 -2.989 3.654
C -0.951 1.918 2.627
C 5.266 0.003 -1.466
C 2.701 4.313 -1.734
C 4.123 -0.591 -0.927
C -4.755 -0.984 -2.362
C -1.138 0.613 4.659
C -4.135 -0.815 3.387
C 6.437 -0.712 -1.649
C 3.762 1.834 3.671
C -5.498 -1.098 2.714
C 2.526 1.251 3.442
C 4.648 2.003 2.614
C -5.292 -0.750 1.225
C 0.229 2.352 -3.859
C -0.656 2.805 3.827
C 3.071 0.979 1.108
C 4.234 -1.940 -0.550
C -1.488 -2.728 4.122
C -4.038 0.125 1.238
C 3.183 4.251 -3.034
C 2.879 1.913 -1.544
C -1.396 2.090 4.958
C 0.546 -3.046 -2.202
H -2.971 2.272 -1.612
H 7.421 -2.605 -1.420
H 4.039 2.155 4.666
H -1.664 -1.950 4.863
H 1.922 -1.782 -4.618
H -2.709 -2.163 -0.204
H -4.234 2.385 -2.864
H -2.319 0.949 -4.602
H 0.703 2.095 -5.767
H -2.243 -3.561 1.456
H -6.156 -0.241 0.799
H 2.368 -1.327 -2.973
H -0.844 -4.082 -1.072
H -4.621 1.710 -1.271
H -0.137 2.860 -1.955
H 0.011 -3.564 1.758
H 0.003 4.204 -3.030
H -5.796 -2.137 2.840
H 7.302 -0.222 -2.076
H 0.905 4.851 -4.879
H -3.773 -1.657 3.971
H 5.012 1.728 0.534
H -0.222 2.024 1.825
H -2.382 -3.352 4.064
H -0.245 0.258 5.181
H 5.240 1.043 -1.760
H 0.701 4.271 -6.530
H -4.300 1.147 1.545
H -1.977 -0.011 4.973
H -1.042 2.367 5.948
H 3.333 5.161 -3.601
H -3.490 0.166 0.297
H 3.870 2.968 -4.612
H -6.269 -0.472 3.158
H 2.190 3.203 0.028
H -0.721 4.484 -5.499
H -0.424 -4.611 4.236
H -5.663 -0.518 -2.746
H 3.339 -2.529 -3.844
H 1.279 -2.080 4.102
H 5.613 2.463 2.783
H -2.464 2.310 4.901
H -4.222 0.052 4.050
H -4.577 -1.912 -2.906
H 0.418 2.815 4.025
H -5.090 -1.657 0.659
H 1.682 -3.697 3.494
H 1.210 0.389 1.992
H -2.720 -0.770 -4.712
H -4.882 -1.215 -1.304
H -3.144 -3.372 -1.193
H -0.998 3.827 3.676
H -4.007 0.453 -4.896
H 2.456 5.269 -1.291
H 5.449 -3.692 -0.398
H -1.945 2.145 2.219
H 1.827 1.128 4.259
H 0.658 -1.920 1.756
H 1.586 -4.113 -3.556
H -0.056 -3.518 5.573
H 0.148 -5.044 -2.147
H -2.896 -4.818 0.662
H 3.558 0.901 -3.318
```

Calculated values
Net charge: +2
Molar mass, g/mol: 906.4
Energy, Ha: -4909.2474
Highest occupied orbital energy, eV: -12.92
Gap between HOMO and LUMO, Eh: 0.3398

***

Record 3
ORCA calculation (ωB97M-V/def2-TZVPD) on a 10-piece molecular cluster, C37H64N4O18 overall.

```
123
Properties=species:S:1:pos:R:3
O -2.813 2.737 -0.654
O 0.708 -2.163 0.135
O 3.162 -1.771 3.318
O -3.623 0.670 -0.709
O -2.174 1.440 -2.334
O 5.871 1.415 1.879
O 0.899 4.262 -1.350
O -0.867 -0.359 0.329
O 3.695 1.786 2.093
O 1.205 -1.937 4.497
O 1.870 5.757 0.019
O 4.470 -0.047 1.181
O 2.743 -0.574 5.370
O 1.365 3.872 3.907
O 0.570 1.868 3.740
O 1.841 3.500 0.501
O -1.573 -2.664 0.343
O -0.633 3.510 2.571
N 4.113 -0.271 -2.054
N -5.782 -1.995 -0.997
N -2.503 -1.899 5.120
N 1.806 -3.136 -5.504
C 1.516 5.222 3.506
C 0.631 -2.769 3.578
C 1.572 2.301 -0.213
C -6.794 -0.588 3.142
C 5.188 -1.566 -4.028
C 0.918 -2.210 -3.343
C -3.573 -1.911 4.681
C -3.998 1.126 0.582
C 1.532 4.599 -0.258
C -0.311 0.834 3.356
C 4.030 0.066 5.159
C 7.305 -0.441 2.752
C 7.027 -0.118 -5.014
C -2.937 -2.425 0.013
C 1.716 -1.186 -0.125
C 0.733 2.856 -1.392
C 5.587 -0.615 -5.143
C -6.508 -1.025 -4.103
C -1.706 -2.318 -4.002
C 2.368 -1.419 4.335
C -5.465 -1.777 -2.066
C 4.643 1.109 1.778
C -5.274 -0.882 3.275
C -7.360 -2.220 -4.470
C -4.902 -2.001 4.129
C 6.691 0.329 1.528
C -4.760 3.610 0.333
C 5.735 -0.533 0.742
C -0.565 -1.721 0.257
C -5.128 -1.458 -3.461
C 1.402 -2.791 -4.505
C 0.468 3.087 3.342
C -3.611 2.633 0.501
C -0.420 -1.462 -3.504
C 1.063 2.426 -2.780
C -2.811 1.562 -1.247
C 4.581 -0.876 -2.910
H -0.799 -1.145 -2.562
H -4.680 -2.423 -3.909
H 0.707 5.921 3.668
H -5.037 0.925 0.832
H 4.769 -0.661 4.815
H 2.633 -1.749 -0.067
H -8.488 -1.937 -4.302
H -7.307 -1.468 2.769
H 3.846 0.828 4.365
H 6.521 -0.597 3.487
H -0.181 -0.638 -4.142
H -2.111 -2.932 -3.189
H 4.835 0.153 -5.442
H -1.550 -3.038 -4.781
H 2.389 5.750 3.830
H 4.541 -2.338 -4.327
H 2.571 1.979 -0.476
H 6.007 -2.105 -3.698
H 1.049 1.668 0.481
H -5.378 3.838 1.142
H 1.457 -3.322 3.157
H -2.492 -1.647 -4.276
H 1.533 -0.550 -0.969
H 0.768 -3.081 -2.756
H -7.372 -0.414 4.034
H -3.471 -3.384 0.025
H -1.094 1.284 2.826
H 7.442 0.303 -5.950
H -0.711 0.428 4.273
H -3.135 2.920 1.440
H 1.605 5.280 2.422
H 7.511 0.654 0.969
H 7.123 0.668 -4.281
H -7.160 -3.045 -3.792
H 5.531 -1.151 -6.144
H 0.302 2.788 -3.537
H 4.373 0.654 6.014
H -0.360 2.657 -1.192
H 2.058 2.739 -3.207
H -0.024 -2.112 2.982
H -6.907 0.023 2.300
H -3.487 -1.728 0.737
H -5.502 -2.150 5.052
H 5.912 -1.571 0.787
H -4.488 4.612 0.072
H 0.281 0.156 2.673
H 5.875 -0.297 -0.345
H -3.039 -1.923 -0.970
H -4.887 -2.946 3.645
H -4.309 -0.592 -3.513
H -7.009 -0.319 -3.432
H -6.200 -0.312 -4.900
H 7.662 -0.873 -4.675
H -5.391 3.271 -0.544
H 1.775 -0.603 0.730
H 7.775 -1.381 2.650
H 1.117 1.374 -2.757
H 8.151 -0.013 3.221
H -0.011 -3.560 3.985
H -7.121 -2.554 -5.437
H -5.000 0.054 3.694
H 1.695 -1.568 -2.925
H -3.360 0.619 1.242
H -4.687 -0.867 2.351
```

Calculated values
Molar mass, g/mol: 852.9
Energy, Ha: -3021.3499
Highest occupied orbital energy, eV: -9.41
Gap between HOMO and LUMO, Eh: 0.3602

***

Which of these has the highest energy?
C37H64N4O18

***

Look up the molar mass of the second one.
906.4 g/mol